(1)
ORCA calculation (wB97M-V/def2-TZVPD) on a 2-piece molecular cluster, C5H15NO2 overall in a non-equilibrium geometry.

Output
- spin multiplicity = 1
- lowest unoccupied orbital energy (eV) = 0.8
- SMILES = CNCC[C@H](C)O.O
- energy above the lowest of the compared OMol25 structures with the same formula, charge and spin (kJ/mol) = 126.9
- charge = 0

```
23
Properties=species:S:1:pos:R:3:forces:R:3
N -1.3740 -0.2735 -0.6418 -0.2942 -0.4348 1.1854
H 0.7196 1.5332 0.3198 0.3172 -0.5061 0.0821
H 2.1943 0.9620 2.1774 -0.0289 0.3162 0.1908
H -0.1716 -0.9181 -2.2583 0.1143 -0.1987 -0.0813
O 1.6290 -3.3593 -4.1842 -0.0809 0.0336 -0.1826
C -0.6780 0.4231 1.5946 0.0706 -0.3177 -0.1822
H 2.2549 -2.6586 -3.9785 -0.0077 0.0020 -0.0172
H 0.4630 -0.7912 0.2756 0.0520 -0.3754 0.0487
C 1.3900 1.6818 2.3915 0.3962 -0.4061 0.2464
H -0.9243 2.9161 2.0522 0.0167 0.1023 -0.0593
H -1.3885 0.7263 -0.7593 0.1768 0.0173 -0.4737
C 0.3195 1.5533 1.3336 -1.0654 1.7804 -0.1128
C -0.6013 -0.6719 0.5310 -0.3759 0.5149 -0.3772
H -1.0247 -1.6289 0.8531 0.3152 0.0686 0.2537
H -0.5051 0.0095 2.5896 -0.0431 -0.0695 -0.0243
H -1.9153 -0.9139 -2.5368 -0.0801 0.1645 -0.2005
H 1.7748 2.7026 2.4809 0.1162 -0.2503 -0.4098
H -1.2311 -2.1616 -1.5673 0.1026 0.0690 0.3536
H -1.6787 0.8713 1.5779 0.0536 -0.2558 0.0425
H 0.9899 1.4295 3.3782 -0.0596 -0.0442 -0.0560
O -0.4124 2.8291 1.2390 0.1643 -0.5370 0.2911
C -1.1483 -1.0969 -1.7904 0.0595 0.3574 -0.7243
H 1.3181 -3.1640 -5.0777 0.0805 -0.0307 0.2069
```
Positions in Å, forces in eV/Å.

---

(2)
ORCA calculation (wB97M-V/def2-TZVPD) on one molecule with the formula C5H10O.

Output
- spin multiplicity = 1
- lowest unoccupied orbital energy (eV) = 1.1
- SMILES = C=CCCOC
- energy above the lowest of the compared OMol25 structures with the same formula, charge and spin (kJ/mol) = 135.3
- charge = 0

```
16
Properties=species:S:1:pos:R:3:forces:R:3
H -0.2315 -0.8970 1.2877 -0.0007 0.0405 -0.1466
C 0.7761 0.4942 -0.0124 0.0724 -0.1857 -0.1694
H -0.0256 3.4593 1.0997 -0.0450 -0.1234 -0.0895
H 1.7383 -0.0021 0.1515 -0.1293 0.0563 -0.0388
H -0.1254 2.8598 -0.5787 0.0116 -0.0440 0.1549
C -0.2057 2.5754 0.4829 -0.2092 0.2290 -0.0425
C -0.3353 -1.6168 -0.7365 0.0687 -0.1439 -0.0099
H 0.5250 -3.1265 0.4653 -0.0705 0.0657 -0.1166
H -1.2314 2.2231 0.6690 0.1623 0.0407 -0.0180
H -0.7054 -1.3685 -1.7326 0.0616 -0.0459 0.1277
H 0.7411 0.8098 -1.0700 -0.0071 -0.0279 0.1514
H 0.1613 -3.5957 -1.2899 -0.0200 0.1320 0.1031
O 0.7647 1.6216 0.8307 0.0543 -0.0080 0.0552
C 0.1399 -2.8378 -0.5112 -0.0542 0.1116 -0.0126
C -0.3537 -0.5027 0.2722 -0.0430 -0.0155 0.0704
H -1.3211 0.0151 0.2362 0.1480 -0.0814 -0.0187
```
Positions in Å, forces in eV/Å.

---

(3)
ORCA calculation (wB97M-V/def2-TZVPD) on C5H7InLiO5 as an isolated structure in a non-equilibrium geometry.

Output
- spin multiplicity = 2
- lowest unoccupied orbital energy (spin up / spin down) (eV) = -8.0 / -11.8
- expectation value of S² = 0.7703
- charge = +2

```
19
Properties=species:S:1:pos:R:3:forces:R:3
H -3.0264 1.7290 -1.8514 0.2241 -0.1115 0.1875
Li -0.7930 -0.3457 1.1391 0.3714 0.4590 0.9299
C 1.8205 1.0224 1.1929 1.1183 0.2055 0.9390
C 0.9813 1.3000 2.4021 -0.3458 1.2840 -0.4116
H 1.9629 -2.0118 -1.6788 0.3130 0.0084 -0.2599
H 1.3953 2.0489 3.1014 -0.0245 -0.4272 0.1118
C -2.5413 -0.0156 -0.7676 -0.4403 0.5709 1.4319
H -1.7024 0.7013 -2.6211 0.2719 0.1844 0.4751
O -0.1660 0.9158 2.4929 0.1488 -0.6038 -0.1080
C -2.3314 0.8950 -1.7472 -0.5884 -0.1657 -1.3796
C 1.7637 -0.4158 -0.6694 -0.0881 3.8668 -1.9298
H -3.4062 0.0872 -0.0974 0.0808 -0.1945 -0.3946
O 1.4466 -1.6904 -0.9231 0.4124 -0.8401 0.0948
H 2.8378 0.7371 1.4999 -0.1933 0.0573 -0.0202
O 2.1940 0.4088 -1.4442 0.0851 -2.1938 1.2162
H 1.9354 1.9565 0.6224 -0.3385 -0.3243 -0.2272
In -0.8043 -2.4107 -1.3080 0.7097 -3.5144 -2.1624
O -1.6757 -0.9436 -0.3814 -1.1810 2.6180 1.0478
O 1.2285 -0.0740 0.5085 -0.5354 -0.8790 0.4593
```
Positions in Å, forces in eV/Å.

---

(4)
ORCA calculation (wB97M-V/def2-TZVPD) on a 2-piece molecular cluster, C4H12 overall in a non-equilibrium geometry.

Output
- spin multiplicity = 1
- lowest unoccupied orbital energy (eV) = 1.1
- SMILES = CC.CC
- energy above the lowest of the compared OMol25 structures with the same formula, charge and spin (kJ/mol) = 130.9
- charge = 0

```
16
Properties=species:S:1:pos:R:3:forces:R:3
C 1.4171 -1.8012 -0.6246 -0.5104 0.2006 3.0468
H -0.9995 0.1280 1.1544 -0.8800 -0.8752 -1.2657
H 1.3143 -2.2361 0.4535 0.6290 -0.1106 -2.0740
H 2.3397 0.1722 -0.8793 -0.3421 1.8436 0.0872
H -3.2007 2.1572 1.0064 0.5728 0.4621 -0.1037
H 3.3326 -1.1637 -1.4258 -0.9676 0.6061 0.5955
C 2.5922 -0.8054 -0.6363 1.3040 -3.3599 -1.3710
H 1.4336 -2.4975 -1.4211 0.3990 -1.1773 -0.3575
H 3.1868 -0.9900 0.2471 -0.0826 0.8432 0.5124
H -0.4895 1.5284 0.1586 -1.1775 -0.5498 1.2168
C -1.3419 1.1023 0.8037 2.7482 1.4962 1.7325
H -1.2819 1.5087 1.8547 0.4639 0.5601 -1.0695
H -2.6159 2.0822 -0.6334 -0.2658 -0.3797 -0.4056
H -3.4219 0.7233 0.3269 0.0575 -0.5233 -1.0830
H 0.4149 -1.4227 -0.6685 -0.4413 1.1632 -0.4369
C -2.6799 1.5143 0.2836 -1.5072 -0.1991 0.9757
```
Positions in Å, forces in eV/Å.

---

- charge of number 4 (C4H12)?
  0